No. 1
41
Properties=species:S:1:pos:R:3 method="wB97M-V/def2-TZVPD" charge=0 homo_energy_ev=-8.797 orbital_gap_ev=9.13 fmax_ev_per_a=3.3 relative_energy_kcal_mol=19.0
C 0.377 5.076 -1.267
S -1.460 5.038 -1.356
C -1.776 3.511 -0.402
C -1.278 2.282 -1.153
C -1.442 0.930 -0.405
N -0.791 -0.146 -1.112
C 0.428 -0.717 -0.960
O 0.817 -1.596 -1.705
C 1.396 -0.198 0.164
N 1.414 1.282 0.199
C 1.136 -0.791 1.585
C 0.721 -2.256 1.590
C 1.764 -3.274 1.011
C 1.187 -4.661 0.766
N 0.138 -4.665 -0.249
C -2.903 0.544 -0.231
O -3.518 -0.127 -1.020
O -3.555 1.000 0.832
H 0.736 4.900 -0.248
H 0.718 6.036 -1.634
H 0.788 4.273 -1.896
H -2.830 3.452 -0.221
H -1.368 3.571 0.646
H -0.264 2.396 -1.438
H -1.851 2.203 -2.068
H -1.001 1.001 0.565
H -1.363 -0.604 -1.841
H 2.359 -0.579 -0.160
H 1.912 1.607 -0.632
H 2.067 1.555 0.965
H 0.330 -0.228 2.061
H 2.067 -0.669 2.141
H 0.458 -2.616 2.605
H -0.198 -2.403 1.000
H 2.601 -3.393 1.689
H 2.124 -2.931 0.008
H 0.741 -4.992 1.744
H 1.993 -5.371 0.546
H 0.403 -4.199 -1.108
H -0.232 -5.616 -0.465
H -2.842 1.377 1.451

***

No. 2
40
Properties=species:S:1:pos:R:3 method="wB97M-V/def2-TZVPD" charge=0 homo_energy_ev=-9.324 orbital_gap_ev=9.81 fmax_ev_per_a=4.6 relative_energy_kcal_mol=0.0
C -12.303 19.396 23.245
C -12.396 18.634 24.507
O -13.389 19.218 25.248
C -13.479 18.935 26.562
C -14.580 19.706 27.338
O -12.789 17.987 27.052
H -13.223 19.682 22.734
H -11.724 18.803 22.537
H -11.788 20.316 23.521
H -12.689 17.592 24.381
H -11.420 18.595 24.992
H -15.510 19.597 26.780
H -14.259 20.748 27.342
H -14.750 19.318 28.342
C -11.380 9.173 32.642
C -12.665 8.889 33.304
O -13.752 9.296 32.448
C -14.220 10.670 32.503
C -15.450 10.794 31.593
O -13.683 11.629 33.023
H -11.350 8.503 31.783
H -10.509 8.935 33.253
H -11.470 10.221 32.356
H -12.816 7.871 33.665
H -12.697 9.469 34.226
H -16.255 11.341 32.084
H -15.661 9.757 31.334
H -15.139 11.327 30.694
C -12.919 10.403 25.372
N -12.466 9.213 24.723
C -13.152 8.031 24.949
C -11.418 9.243 23.953
O -10.763 10.185 23.548
H -12.364 11.321 25.178
H -12.732 10.295 26.440
H -13.979 10.606 25.220
H -14.221 8.217 25.054
H -12.862 7.294 24.201
H -12.813 7.704 25.932
H -10.992 8.249 23.742

***

No. 3
42
Properties=species:S:1:pos:R:3 method="wB97M-V/def2-TZVPD" charge=+2 homo_energy_ev="-16.499 / -16.499" orbital_gap_ev="7.52 / 7.52" fmax_ev_per_a=3.1
N 1.936 -0.395 1.107
C 2.942 -0.717 1.718
O 3.912 -1.004 2.320
Ag 0.612 1.105 -2.317
Nb 0.063 0.026 0.561
N -0.588 -1.651 -0.260
N -0.244 1.761 -0.496
C -0.360 -3.032 0.215
C 0.444 3.032 -0.134
C 0.819 -3.586 -0.580
C -1.615 -3.873 -0.024
C -0.034 -3.047 1.701
C 0.126 4.047 -1.232
C -0.045 3.569 1.206
C 1.933 2.727 -0.074
H 0.583 -3.628 -1.649
H 1.051 -4.601 -0.230
H 1.705 -2.951 -0.444
H -2.493 -3.399 0.428
H -1.472 -4.857 0.443
H -1.799 -4.041 -1.092
H 0.873 -2.477 1.937
H 0.151 -4.090 1.992
H -0.874 -2.673 2.299
H 0.445 3.676 -2.216
H 0.671 4.978 -1.022
H -0.951 4.257 -1.265
H -1.085 3.911 1.133
H 0.580 4.435 1.468
H 0.034 2.827 2.009
H 2.153 1.859 0.570
H 2.454 3.616 0.311
H 2.321 2.510 -1.083
C -1.730 1.854 -0.600
H -2.179 0.971 -0.102
H -2.105 2.770 -0.121
H -2.027 1.850 -1.661
C -1.173 -1.533 -1.609
H -2.271 -1.426 -1.565
H -0.756 -0.667 -2.162
H -0.907 -2.429 -2.187
Br -1.099 0.295 2.706

***

No. 4
50
Properties=species:S:1:pos:R:3 method="wB97M-V/def2-TZVPD" charge=+3 spin_multiplicity=2 homo_energy_ev="-18.415 / -18.363" orbital_gap_ev="5.73 / 5.68" fmax_ev_per_a=5.6 relative_energy_kcal_mol=40.8
Tl 0.469 -0.455 0.398
C -1.304 2.765 0.010
O -1.649 1.376 0.208
C -2.940 1.227 0.778
C -2.870 0.798 2.236
O -2.170 -0.467 2.353
C -2.875 -1.570 2.670
C -3.263 -2.474 1.303
O -2.143 -2.901 0.707
C -1.825 -4.306 0.892
H -1.939 3.188 -0.767
H -0.267 2.797 -0.305
H -1.423 3.318 0.942
H -3.514 0.505 0.195
H -3.489 2.173 0.783
H -3.871 0.724 2.662
H -2.271 1.522 2.787
H -3.835 -1.341 3.139
H -2.253 -2.242 3.266
H -3.826 -1.793 0.663
H -3.887 -3.277 1.705
H -2.527 -4.897 0.306
H -1.899 -4.560 1.951
H -0.812 -4.450 0.535
F 2.505 1.974 -0.046
As 2.549 1.715 -1.735
F 4.430 2.282 -1.666
F 3.115 0.135 -1.366
F 2.821 1.389 -3.386
F 0.911 1.170 -1.744
F 2.130 3.321 -2.022
C 6.052 0.556 -3.578
C 6.376 1.889 -3.085
C 6.451 2.994 -4.028
C 7.259 2.016 -1.892
N 6.799 1.173 -0.837
C 6.149 1.534 0.277
N 5.785 0.390 0.864
N 6.265 -0.645 0.091
N 6.877 -0.190 -0.939
H 5.775 0.613 -4.632
H 5.217 0.024 -3.068
H 6.924 -0.090 -3.357
H 4.961 2.083 -2.478
H 7.451 2.859 -4.510
H 6.455 3.986 -3.570
H 5.710 2.935 -4.831
H 7.288 3.032 -1.489
H 8.287 1.748 -2.205
H 5.937 2.534 0.614

***

No. 5
44
Properties=species:S:1:pos:R:3 method="wB97M-V/def2-TZVPD" charge=+2 homo_energy_ev=-14.586 orbital_gap_ev=7.15 fmax_ev_per_a=4.1 relative_energy_kcal_mol=0.0
C -0.907 -2.096 -2.603
C 0.276 -1.188 -2.853
H -0.824 -2.981 -3.275
H -1.873 -1.607 -2.813
H -0.920 -2.438 -1.555
O 1.394 -1.312 -2.325
I 1.214 2.395 -1.344
La -1.184 0.504 0.095
P -0.046 0.139 -4.078
C 1.526 0.869 -4.449
C -0.578 -0.726 -5.543
H -2.198 0.729 -3.105
H -1.698 1.771 -4.442
H -0.957 1.998 -2.848
C -1.342 1.242 -3.549
H -1.605 -1.100 -5.438
H -0.523 -0.004 -6.374
H 1.478 1.266 -5.473
H 2.292 0.088 -4.358
H 0.110 -1.564 -5.749
H 1.744 1.679 -3.738
C 1.518 -0.329 -0.158
O 2.660 -0.389 -0.003
Cl -3.652 0.379 -0.491
C 1.197 2.079 3.099
C -0.213 1.748 3.543
N -0.784 0.639 2.677
C -0.170 -0.613 2.586
S -0.858 -1.786 1.551
N 0.952 -0.844 3.307
C 0.866 -0.898 4.835
C -0.490 -1.322 5.342
H 1.865 1.205 3.182
H 1.595 2.886 3.734
H 1.215 2.447 2.068
H -0.281 1.456 4.595
H -0.885 2.599 3.383
H -1.803 0.494 2.828
H 1.554 -1.588 2.931
H 1.643 -1.605 5.151
H 1.171 0.088 5.199
H -0.843 -2.211 4.813
H -0.405 -1.582 6.400
H -1.232 -0.521 5.245

***

No. 6
42
Properties=species:S:1:pos:R:3 method="wB97M-V/def2-TZVPD" charge=+1 homo_energy_ev=-12.733 orbital_gap_ev=8.99 fmax_ev_per_a=5.1
C 1.125 3.705 -1.764
C -0.385 3.041 -1.885
P -0.431 1.140 -1.713
C -2.333 0.721 -1.645
S 0.496 0.444 0.100
C 2.356 0.406 -0.337
C 2.983 -1.040 0.154
C 2.957 -2.214 -0.998
C 4.598 -0.801 0.520
C 0.225 1.605 1.545
F 0.340 3.047 1.231
F 1.321 1.304 2.540
C -1.201 1.263 2.335
F -1.633 -0.073 1.777
F -0.952 1.106 3.787
H 1.728 3.040 -1.014
H 1.585 3.790 -2.837
H 1.032 4.810 -1.327
H -0.742 3.284 -2.998
H -1.185 3.596 -1.194
H -2.944 1.740 -1.531
H -2.590 -0.055 -0.791
H -2.566 0.278 -2.729
H 2.860 1.286 0.269
H 2.502 0.538 -1.514
H 2.387 -1.467 1.087
H 3.617 -1.951 -1.956
H 3.494 -3.161 -0.509
H 1.877 -2.584 -1.292
H 5.062 -0.031 -0.254
H 5.129 -1.856 0.385
H 4.739 -0.367 1.615
H -1.999 2.113 2.114
C -3.440 -3.714 1.400
C -3.740 -2.272 1.045
O -3.943 -2.150 -0.356
H -2.549 -4.063 0.870
H -3.277 -3.824 2.476
H -4.266 -4.367 1.100
H -2.904 -1.626 1.326
H -4.638 -1.919 1.561
H -4.693 -2.721 -0.594

***

No. 7
65
Properties=species:S:1:pos:R:3 method="wB97M-V/def2-TZVPD" charge=-1 homo_energy_ev=-6.058 orbital_gap_ev=7.76 fmax_ev_per_a=2.1 relative_energy_kcal_mol=0.0
Zn -0.044 -0.212 0.255
C -4.457 -1.326 0.271
F -5.525 -2.081 0.023
F -4.600 -0.145 -0.337
F -4.376 -1.109 1.594
S -2.914 -2.216 -0.297
O -2.854 -3.426 0.463
O -3.104 -2.389 -1.730
O -1.885 -1.207 -0.001
C 0.674 -2.198 4.339
F 1.055 -3.129 5.212
F -0.295 -1.462 4.910
F 1.743 -1.429 4.064
S 0.019 -2.953 2.716
O -0.069 -1.793 1.834
O 1.007 -3.936 2.358
O -1.263 -3.468 3.138
C 1.907 -2.652 -3.260
F 2.063 -1.493 -3.939
F 0.739 -3.194 -3.608
F 2.858 -3.494 -3.690
S 2.057 -2.432 -1.406
O 1.752 -3.764 -0.964
O 3.391 -1.933 -1.171
O 1.072 -1.394 -1.082
C -3.153 1.001 -2.720
S -1.326 0.996 -2.645
O -0.980 0.876 -1.194
C -1.003 -0.528 -3.585
H -3.497 -0.009 -2.512
H -3.422 1.266 -3.743
H -3.381 1.804 -2.026
H -0.022 -0.264 -3.965
H -1.806 -0.726 -4.294
H -1.012 -1.447 -2.999
C 3.665 1.424 -3.142
S 2.016 1.866 -2.553
O 1.728 1.129 -1.300
C 2.346 3.625 -2.162
H 3.616 0.528 -3.754
H 4.310 1.346 -2.267
H 4.057 2.206 -3.796
H 1.657 4.303 -2.658
H 3.367 3.912 -2.420
H 2.266 3.717 -1.079
C 1.948 1.733 3.224
S 2.692 0.493 2.089
O 1.703 0.026 1.101
C 3.842 1.683 1.318
H 2.495 1.838 4.166
H 0.943 1.441 3.510
H 1.990 2.744 2.816
H 4.569 1.982 2.070
H 3.366 2.579 0.919
H 4.218 1.069 0.499
C -2.326 0.360 3.450
S -1.764 1.727 2.419
O -0.719 1.253 1.454
C -3.239 2.093 1.428
H -1.687 0.346 4.327
H -2.273 -0.571 2.882
H -3.354 0.598 3.722
H -3.072 2.136 0.357
H -3.773 2.994 1.736
H -3.939 1.283 1.630

***

No. 8
48
Properties=species:S:1:pos:R:3 method="wB97M-V/def2-TZVPD" charge=-1 homo_energy_ev=-2.773 orbital_gap_ev=5.11 fmax_ev_per_a=1.8
C -1.116 -0.409 3.007
C 0.347 -0.804 2.958
I 1.227 0.019 4.771
C 1.219 -0.361 1.728
I -0.043 0.496 0.138
C 2.083 -1.440 1.173
C 3.176 -1.742 2.125
O 4.398 -2.221 1.382
N 5.340 -2.743 2.278
O 6.035 -1.916 2.744
H -1.230 0.665 3.057
H -1.662 -0.817 2.165
H -1.559 -0.827 3.909
H 0.414 -1.883 3.005
H 1.891 0.426 2.046
H 1.464 -2.327 1.016
H 2.942 -2.537 2.840
H 3.488 -0.851 2.661
O -3.270 1.513 1.838
S -3.719 2.418 0.834
O -3.172 3.736 0.744
O -5.311 2.532 0.968
C -5.836 2.884 2.261
C -5.626 4.343 2.615
C -3.681 1.665 -0.752
H -5.405 2.225 3.016
H -6.900 2.661 2.200
H -4.570 4.577 2.729
H -6.130 4.572 3.554
H -6.024 4.988 1.831
H -4.128 0.678 -0.685
H -2.632 1.590 -1.029
H -4.218 2.301 -1.450
O 3.057 -3.569 -3.693
S 2.905 -2.235 -3.182
O 1.632 -1.788 -2.728
O 3.446 -1.222 -4.308
C 2.874 -1.333 -5.618
C 1.461 -0.785 -5.699
C 4.103 -1.898 -1.956
H 2.916 -2.374 -5.946
H 3.536 -0.759 -6.264
H 0.772 -1.374 -5.098
H 1.115 -0.802 -6.734
H 1.428 0.239 -5.328
H 5.078 -2.214 -2.320
H 3.808 -2.459 -1.072
H 4.078 -0.837 -1.729

***

No. 9
38
Properties=species:S:1:pos:R:3 method="wB97M-V/def2-TZVPD" charge=0 homo_energy_ev=-9.733 orbital_gap_ev=10.45 fmax_ev_per_a=4.5 relative_energy_kcal_mol=157.6
C -1.324 -0.249 -0.358
C -0.724 0.070 0.741
C 0.076 -0.758 1.672
C -0.493 -0.967 3.151
C -0.587 1.524 1.122
C -1.865 2.355 0.934
C -1.499 3.764 1.413
C -1.403 3.801 2.965
H -1.714 0.443 -1.069
H -1.360 -1.294 -0.664
H 0.337 -1.827 1.251
H 1.175 -0.363 1.671
H 0.288 -0.813 3.925
H -1.383 -0.334 3.304
H -0.875 -1.995 3.305
H 0.224 2.031 0.632
H -0.409 1.698 2.260
H -2.735 1.874 1.575
H -1.938 2.441 -0.125
H -0.609 4.057 1.010
H -2.423 4.349 1.069
H -1.418 4.841 3.271
H -0.362 3.377 3.230
H -2.280 3.187 3.077
C 2.207 -1.873 -4.700
C 1.939 -1.748 -3.200
C 1.635 -3.122 -2.585
N 0.454 -3.820 -3.132
N -0.725 -3.747 -2.377
O 0.083 -4.955 -2.403
H 1.758 -0.995 -5.211
H 1.595 -2.756 -4.990
H 3.256 -2.080 -4.747
H 2.890 -1.352 -2.815
H 0.937 -1.149 -2.893
H 1.439 -2.974 -1.542
H 2.602 -3.830 -2.612
H -0.762 -3.361 -1.436

***

No. 10
50
Properties=species:S:1:pos:R:3 method="wB97M-V/def2-TZVPD" charge=0 homo_energy_ev=-10.624 orbital_gap_ev=10.26 fmax_ev_per_a=1.7 relative_energy_kcal_mol=8.6
C 0.526 -1.711 -4.249
N 0.376 -2.231 -5.642
O -0.461 -3.107 -5.802
O 1.061 -1.762 -6.531
H 0.059 -0.734 -4.203
H 1.592 -1.705 -4.040
H 0.048 -2.439 -3.610
C 2.137 0.420 0.262
N 0.977 0.422 -0.661
O 1.039 -0.260 -1.660
O 0.052 1.150 -0.362
H 1.775 0.691 1.248
H 2.810 1.206 -0.077
H 2.654 -0.532 0.265
C 1.335 4.418 6.158
O 0.611 4.786 4.994
C 0.864 4.051 3.916
O 1.712 3.214 3.841
O 0.017 4.417 2.978
C 0.283 3.856 1.700
H 1.419 3.337 6.217
H 0.795 4.804 7.020
H 2.306 4.912 6.178
H 0.350 2.766 1.706
H 1.224 4.239 1.308
H -0.587 4.056 1.082
C -3.083 2.267 -0.337
O -4.058 1.241 -0.181
C -4.894 1.357 0.825
O -5.053 2.342 1.500
O -5.553 0.217 0.975
C -6.487 0.165 2.021
H -2.561 2.098 -1.268
H -2.346 2.156 0.467
H -3.521 3.244 -0.136
H -6.641 -0.887 2.265
H -7.479 0.550 1.788
H -6.145 0.624 2.947
C 4.238 -5.323 -3.454
O 3.811 -5.118 -2.130
C 2.693 -4.436 -1.958
O 1.908 -4.112 -2.801
O 2.598 -4.162 -0.665
C 1.337 -3.669 -0.218
H 4.474 -4.375 -3.948
H 3.545 -5.925 -4.036
H 5.211 -5.816 -3.488
H 0.763 -4.542 0.104
H 0.832 -3.098 -0.989
H 1.435 -3.062 0.681